Entry 1:
The following is a DFT calculation (wB97M-V/def2-TZVPD) of an isolated molecule of C4H7ClS at a distorted geometry.

Output
- Calculated total energy: -27617.0363 eV
- M: 122.62 g mol⁻¹
- E_LUMO: 0.88 eV
- Orbital gap: 9.5 eV
- SMILES: CSC/C=C\Cl

```
! RIJCOSX wB97M-V def2-TZVPD def2/J DEFGRID3
* xyz 0 1
C -0.857 1.522 0.167
S -1.867 0.025 -0.354
C -0.486 -1.015 -0.893
C 0.378 -1.120 0.313
C 1.516 -0.485 0.561
Cl 2.131 0.476 -0.641
H -0.764 2.152 -0.775
H -1.649 1.984 0.952
H 0.134 1.257 0.605
H -0.619 -2.104 -1.239
H 0.117 -0.453 -1.497
H -0.043 -1.776 1.102
H 2.008 -0.462 1.699
*
```

Entry 2:
The following is a DFT calculation (wB97M-V/def2-TZVPD) of a cluster of 8 separate species, C24H56N8O8 in total at a distorted geometry.

Output
- Calculated total energy: -54094.9666 eV
- M: 584.76 g mol⁻¹
- E_LUMO: 0.34 eV
- Orbital gap: 9.4 eV
- SMILES: CN(C)C=O.CN(C)C=O.CN(C)C=O.CN(C)C=O.CN(C)C=O.CN(C)C=O.CN(C)C=O.CN(C)C=O

```
! RIJCOSX wB97M-V def2-TZVPD def2/J DEFGRID3
* xyz 0 1
C 2.831 -0.008 4.011
N 2.010 -0.624 2.925
C 2.808 -0.929 1.708
C 0.787 -1.022 3.221
O 0.089 -1.686 2.459
H 3.573 -0.771 4.250
H 2.253 0.272 4.892
H 3.322 0.873 3.599
H 3.656 -1.577 1.931
H 2.267 -1.416 0.896
H 3.141 -0.007 1.232
H 0.529 -0.749 4.256
C -3.692 0.385 0.566
N -3.896 1.767 0.995
C -5.270 2.128 1.334
C -2.955 2.731 1.003
O -3.172 3.807 1.547
H -4.378 -0.282 1.089
H -2.673 0.033 0.725
H -3.815 0.366 -0.517
H -5.828 1.269 0.961
H -5.391 2.245 2.411
H -5.543 3.076 0.871
H -2.002 2.442 0.535
C 2.174 5.106 -0.544
N 1.312 6.189 -1.084
C -0.094 5.830 -1.442
C 1.821 7.320 -1.450
O 2.987 7.647 -1.434
H 1.858 4.658 0.399
H 3.175 5.516 -0.405
H 2.204 4.242 -1.208
H -0.122 5.323 -2.406
H -0.635 5.323 -0.643
H -0.719 6.707 -1.608
H 1.141 8.092 -1.842
C -1.307 1.593 3.805
N -0.208 2.502 4.062
C -0.005 2.854 5.472
C 0.768 2.705 3.150
O 1.723 3.381 3.321
H -2.264 2.049 4.055
H -1.106 0.736 4.447
H -1.334 1.246 2.772
H -0.933 3.411 5.596
H 0.006 1.924 6.041
H 0.925 3.396 5.644
H 0.512 2.140 2.241
C -3.496 -1.462 -2.733
N -2.876 -2.583 -1.974
C -2.050 -3.497 -2.689
C -3.315 -2.732 -0.718
O -2.921 -3.579 0.086
H -4.456 -1.796 -3.125
H -2.871 -1.267 -3.604
H -3.637 -0.588 -2.097
H -1.596 -4.303 -2.112
H -2.537 -3.856 -3.596
H -1.208 -2.958 -3.123
H -4.078 -1.992 -0.432
C -0.702 -4.749 2.206
N 0.419 -4.816 1.317
C 1.415 -5.770 1.688
C 0.423 -4.196 0.133
O 1.418 -4.138 -0.626
H -1.200 -5.719 2.175
H -1.349 -3.894 2.010
H -0.456 -4.749 3.268
H 1.748 -5.796 2.726
H 1.153 -6.772 1.348
H 2.347 -5.565 1.162
H -0.379 -3.454 -0.005
C 2.836 -0.909 -5.494
N 1.750 -1.895 -5.250
C 2.254 -3.067 -4.492
C 0.446 -1.726 -5.568
O -0.436 -2.564 -5.193
H 2.500 0.074 -5.824
H 3.333 -1.260 -6.398
H 3.607 -0.611 -4.783
H 2.605 -2.764 -3.505
H 1.502 -3.843 -4.354
H 3.136 -3.492 -4.972
H 0.366 -0.769 -6.106
C 0.290 -0.563 -0.665
N 1.402 0.281 -0.988
C 2.371 -0.474 -1.745
C 1.359 1.629 -0.732
O 0.390 2.267 -0.326
H -0.219 -0.782 -1.604
H -0.512 -0.018 -0.167
H 0.514 -1.437 -0.054
H 3.290 0.081 -1.936
H 2.603 -1.474 -1.378
H 1.960 -0.793 -2.703
H 2.329 2.128 -0.883
*
```

Entry 3:
The following is a DFT calculation (wB97M-V/def2-TZVPD) of a cluster of 8 separate species, C32H64O22 in total at a distorted geometry.

Output
- Calculated total energy: -79265.5296 eV
- M: 800.84 g mol⁻¹
- E_LUMO: 0.50 eV
- Orbital gap: 10.7 eV
- SMILES: CCOC(=O)OC.CCOC(=O)OC.CCOC(=O)OC.CCOC(=O)OC.CCOC(=O)OC.CCOC(=O)OC.CCOC(C)=O.CCOC(C)=O

```
! RIJCOSX wB97M-V def2-TZVPD def2/J DEFGRID3
* xyz 0 1
C -8.331 2.334 -5.904
C -7.510 2.685 -4.701
O -6.282 1.919 -4.726
C -5.356 2.214 -3.810
O -5.158 3.275 -3.385
O -4.642 1.140 -3.604
C -3.556 1.240 -2.704
H -7.805 2.634 -6.805
H -9.240 2.932 -5.792
H -8.597 1.285 -5.948
H -8.067 2.493 -3.778
H -7.253 3.749 -4.716
H -2.569 1.135 -3.145
H -3.641 0.482 -1.920
H -3.523 2.171 -2.120
C 8.811 -5.995 -2.462
C 8.700 -5.362 -1.137
O 7.409 -4.891 -0.968
C 7.191 -4.177 0.092
O 7.932 -4.034 0.976
O 6.034 -3.587 0.025
C 5.124 -3.816 -1.028
H 9.854 -6.203 -2.719
H 8.460 -5.348 -3.275
H 8.279 -6.939 -2.586
H 9.459 -4.584 -1.031
H 8.999 -6.103 -0.387
H 5.623 -3.717 -1.994
H 4.368 -3.051 -0.945
H 4.720 -4.824 -0.966
C 2.987 -3.208 2.391
C 1.845 -3.910 3.090
O 0.935 -4.411 2.084
C -0.274 -4.658 2.495
O -0.626 -4.496 3.522
O -0.941 -5.166 1.513
C -2.280 -5.434 1.738
H 3.803 -2.965 3.061
H 2.654 -2.298 1.882
H 3.339 -3.843 1.571
H 1.333 -3.225 3.765
H 2.297 -4.707 3.689
H -2.324 -6.212 2.498
H -2.675 -5.790 0.801
H -2.828 -4.564 2.083
C 1.654 -1.314 -1.227
C 0.507 -1.917 -0.448
O -0.664 -1.066 -0.518
C -0.717 -0.008 0.273
O 0.108 0.297 1.092
O -1.874 0.630 0.077
C -2.275 1.660 0.989
H 1.933 -0.335 -0.855
H 1.408 -1.253 -2.289
H 2.534 -1.963 -1.149
H 0.798 -1.960 0.606
H 0.235 -2.907 -0.785
H -1.996 1.469 2.027
H -3.330 1.832 0.859
H -1.709 2.591 0.802
C 3.652 3.276 7.360
C 2.684 4.416 7.018
O 2.634 4.701 5.660
C 1.639 4.178 5.024
O 0.869 3.436 5.485
O 1.712 4.606 3.848
C 0.660 4.259 2.912
H 3.861 3.350 8.428
H 4.581 3.328 6.801
H 3.143 2.328 7.192
H 2.993 5.324 7.532
H 1.715 4.142 7.430
H 0.539 3.179 2.862
H 0.974 4.668 1.962
H -0.244 4.777 3.245
C -2.009 -1.521 3.111
C -2.612 -1.536 4.477
O -2.054 -0.556 5.377
C -2.380 0.679 5.264
O -3.179 1.113 4.561
O -1.730 1.277 6.178
C -1.964 2.675 6.373
H -2.350 -2.432 2.595
H -0.928 -1.568 3.007
H -2.362 -0.656 2.553
H -2.441 -2.473 5.015
H -3.703 -1.447 4.534
H -2.863 2.784 6.995
H -2.171 3.226 5.459
H -1.123 3.064 6.919
C -0.203 6.024 -4.259
C 0.981 6.372 -3.409
O 0.974 5.768 -2.132
C 1.740 4.686 -1.890
C 1.784 4.356 -0.412
O 2.302 4.056 -2.729
H -0.068 6.368 -5.277
H -1.096 6.471 -3.815
H -0.363 4.950 -4.230
H 1.934 6.221 -3.940
H 1.070 7.461 -3.292
H 2.641 3.714 -0.223
H 0.860 3.907 -0.074
H 2.059 5.264 0.133
C -0.688 -1.195 -4.553
C -1.881 -0.863 -5.432
O -2.545 -2.024 -5.912
C -3.614 -2.436 -5.262
C -4.212 -3.664 -5.867
O -4.101 -1.859 -4.399
H -0.316 -0.269 -4.128
H 0.062 -1.648 -5.196
H -1.033 -1.902 -3.803
H -2.580 -0.169 -4.947
H -1.577 -0.249 -6.290
H -3.430 -4.426 -5.910
H -4.517 -3.481 -6.892
H -5.019 -3.954 -5.213
*
```

Entry 4:
The following is a DFT calculation (wB97M-V/def2-TZVPD) of a cluster of 2 separate species, C6H18NO in total at a distorted geometry.

Output
- Calculated total energy: -10043.0790 eV
- M: 120.22 g mol⁻¹
- E_LUMO: -2.97 eV
- Orbital gap: 11.8 eV

```
! RIJCOSX wB97M-V def2-TZVPD def2/J DEFGRID3
* xyz 1 1
C -1.338 -0.382 2.006
C -0.430 -0.097 0.788
C -0.902 -0.166 -0.584
C -0.475 -1.504 -1.314
C 1.014 -1.952 -1.287
C -0.874 -1.367 -2.800
N -0.142 1.513 1.244
H -0.956 -0.303 3.076
H -2.204 0.187 2.055
H -1.425 -1.555 1.991
H 0.665 -0.447 1.024
H -0.393 0.727 -1.199
H -2.023 -0.216 -0.679
H -1.085 -2.395 -0.893
H 1.629 -1.356 -2.013
H 1.057 -3.069 -1.610
H 1.511 -1.907 -0.372
H -0.231 -0.630 -3.418
H -0.705 -2.304 -3.269
H -2.016 -1.302 -2.972
H -0.019 2.036 0.405
H -1.010 1.940 1.520
H 0.534 1.693 1.990
H 2.953 3.328 2.113
H 2.789 3.696 0.865
O 2.495 3.010 1.478
*
```

Entry 5:
The following is a DFT calculation (wB97M-V/def2-TZVPD) of an isolated molecule of C6H12ClO2P at a distorted geometry.

Output
- Calculated total energy: -32320.5167 eV
- M: 182.59 g mol⁻¹
- E_LUMO: 0.60 eV
- Orbital gap: 9.2 eV
- SMILES: C=[P@@]1(C)C[C@](C)(O)[C@H](Cl)O1

```
! RIJCOSX wB97M-V def2-TZVPD def2/J DEFGRID3
* xyz 0 1
C -1.199 2.305 1.046
P -1.196 0.616 0.517
C -2.662 0.041 -0.391
C 0.319 0.722 -0.612
C 1.250 -0.488 -0.433
C 2.415 -0.344 0.572
O 1.600 -1.085 -1.628
C 0.320 -1.552 0.300
Cl -0.445 -2.655 -0.963
O -0.585 -0.967 1.125
H -0.386 2.732 1.710
H -2.171 2.513 1.567
H -2.468 -0.002 -1.371
H -3.058 -0.895 -0.074
H -3.542 0.655 -0.254
H 0.798 1.612 -0.262
H 0.124 0.632 -1.628
H 2.986 -1.406 0.573
H 2.037 -0.130 1.528
H 3.094 0.413 0.103
H 1.857 -0.529 -2.371
H 0.913 -2.189 0.945
*
```

Entry 6:
The following is a DFT calculation (wB97M-V/def2-TZVPD) of an isolated molecule of C4H9NO at a distorted geometry.

Output
- Calculated total energy: -7829.0837 eV
- M: 87.12 g mol⁻¹
- E_LUMO: 0.95 eV
- Orbital gap: 10.1 eV
- SMILES: C=C[C@H](O)CN

```
! RIJCOSX wB97M-V def2-TZVPD def2/J DEFGRID3
* xyz 0 1
C 1.178 -1.585 0.091
C -0.180 -1.250 -0.190
C -0.854 -0.173 0.409
O -2.245 -0.258 -0.022
C -0.264 1.049 -0.231
N 1.177 1.327 0.168
H 1.585 -1.339 1.073
H 1.758 -2.181 -0.555
H -0.641 -1.613 -1.089
H -0.981 -0.102 1.535
H -2.695 0.572 0.343
H -0.598 1.106 -1.333
H -0.775 1.945 0.243
H 1.682 2.042 -0.469
H 1.855 0.461 0.027
*
```

Entry 7:
The following is a DFT calculation (wB97M-V/def2-TZVPD) of a cluster of 2 separate species, C2H3NO2 in total at a distorted geometry.

Output
- <S²>: 2.007
- Calculated total energy: -7702.4682 eV
- M: 73.05 g mol⁻¹
- E_LUMO (spin up / spin down): 0.63 / -2.44 eV
- Orbital gap (spin up / spin down): 7.2 / 8.5 eV

```
! RIJCOSX wB97M-V def2-TZVPD def2/J DEFGRID3
* xyz 0 3
C -0.113 1.611 -0.085
C -0.100 -1.867 0.379
N 0.245 2.495 -0.855
O -0.817 0.950 0.575
O -0.727 -1.215 -0.401
H 0.942 -1.735 0.702
H 1.018 2.539 -1.391
H -0.448 -2.778 1.074
*
```

Entry 8:
The following is a DFT calculation (wB97M-V/def2-TZVPD) of an isolated molecule of CHN3O at a distorted geometry.

Output
- Calculated total energy: -7568.5536 eV
- M: 71.04 g mol⁻¹
- E_LUMO: 0.05 eV
- Orbital gap: 10.7 eV

```
! RIJCOSX wB97M-V def2-TZVPD def2/J DEFGRID3
* xyz 0 1
C -0.967 0.190 0.035
N 2.453 -0.315 -0.013
N 1.316 -0.390 0.042
N 0.114 -0.650 -0.041
O -0.895 1.387 -0.004
H -2.022 -0.221 -0.020
*
```

Entry 9:
The following is a DFT calculation (wB97M-V/def2-TZVPD) of a cluster of 15 separate species, CH29O17 in total at a distorted geometry.

Output
- Calculated total energy: -36319.4060 eV
- M: 313.23 g mol⁻¹
- E_LUMO: 2.43 eV
- Orbital gap: 10.1 eV

```
! RIJCOSX wB97M-V def2-TZVPD def2/J DEFGRID3
* xyz -1 1
C 24.472 -9.779 -1.137
O 24.591 -10.731 -1.903
O 23.863 -8.672 -1.663
O 24.890 -9.790 0.038
H 23.567 -8.735 -2.554
O 25.453 -5.971 -2.995
H 25.336 -6.283 -2.062
H 25.766 -6.775 -3.465
O 25.917 -8.391 -4.283
H 26.664 -8.682 -3.755
H 25.192 -9.037 -4.252
O 27.232 -11.245 -0.349
H 26.400 -10.820 -0.142
H 27.043 -12.149 -0.649
O 20.890 -8.175 -1.351
H 20.408 -8.448 -0.568
H 21.271 -7.339 -1.095
O 23.633 -12.587 -0.241
H 24.139 -11.851 -0.624
H 22.700 -12.288 -0.528
O 28.117 -8.118 0.466
H 27.992 -8.646 1.314
H 27.276 -8.104 0.076
O 25.061 -8.290 2.393
H 24.403 -8.570 3.010
H 25.080 -8.978 1.700
O 22.480 -8.509 1.079
H 22.562 -9.352 1.544
H 22.628 -8.814 0.149
O 22.464 -6.665 -3.754
H 22.489 -6.872 -2.820
H 23.413 -6.508 -3.837
O 22.866 -11.268 1.995
H 23.303 -11.631 1.215
H 23.560 -11.068 2.588
O 25.769 -7.125 -0.552
H 25.228 -7.860 -0.760
H 25.255 -6.719 0.090
O 26.090 -11.238 -4.126
H 25.620 -10.973 -3.344
H 26.909 -11.442 -3.730
O 22.878 -12.425 -3.231
H 23.357 -11.849 -2.635
H 21.982 -12.136 -3.336
O 23.255 -9.419 -4.430
H 23.348 -8.680 -5.041
H 22.411 -9.789 -4.716
*
```

Entry 10:
The following is a DFT calculation (wB97M-V/def2-TZVPD) of a structure of composition C4H11N2OS at a distorted geometry.

Output
- Calculated total energy: -20176.2760 eV
- M: 135.21 g mol⁻¹
- E_LUMO: -8.40 eV
- Orbital gap: 6.3 eV

```
! RIJCOSX wB97M-V def2-TZVPD def2/J DEFGRID3
* xyz 1 1
N 0.238 -1.502 -0.130
C 0.609 -0.218 -0.641
C 0.443 0.972 0.310
C -1.061 1.222 0.557
S -1.795 -0.293 1.051
C 2.155 -0.190 -0.998
N 2.261 -0.061 -2.410
O 2.926 -0.064 -0.105
H -0.773 -1.478 0.213
H 0.903 -1.879 0.550
H 2.300 -1.117 -1.986
H 0.047 -0.129 -1.564
H 0.927 1.863 -0.071
H 0.927 0.691 1.241
H -1.036 1.974 1.356
H -1.673 1.591 -0.259
H -5.528 -1.122 2.629
H -5.086 -0.548 2.789
H 3.217 0.289 -2.533
*
```

Entry 11:
The following is a DFT calculation (wB97M-V/def2-TZVPD) of a structure of composition C4H6FMgO4 at a distorted geometry.

Output
- Calculated total energy: -20592.7402 eV
- M: 161.39 g mol⁻¹
- E_LUMO: -5.16 eV
- Orbital gap: 10.3 eV

```
! RIJCOSX wB97M-V def2-TZVPD def2/J DEFGRID3
* xyz 1 1
C 1.701 1.877 0.461
O 0.680 1.068 -0.159
H 2.678 1.408 0.318
H 1.681 2.878 0.021
H 1.435 1.909 1.520
C 1.023 -0.148 -0.705
O -2.351 -0.535 0.463
C -1.704 -1.562 0.626
C -0.584 -1.925 -0.308
O -0.192 -0.697 -0.918
O 2.070 -0.697 -0.708
F -2.303 2.672 -0.665
H -1.969 -2.291 1.408
H 0.248 -2.371 0.256
H -0.915 -2.651 -1.062
Mg -1.498 1.065 -0.547
*
```

Entry 12:
The following is a DFT calculation (wB97M-V/def2-TZVPD) of a structure of composition C12H38FN10O6Sr at a distorted geometry.

Output
- Calculated total energy: -43800.5201 eV
- M: 525.12 g mol⁻¹
- E_LUMO: -2.22 eV
- Orbital gap: 8.8 eV

```
! RIJCOSX wB97M-V def2-TZVPD def2/J DEFGRID3
* xyz 1 1
Sr -0.704 0.134 0.519
F -2.099 -0.959 2.308
C -1.351 -3.588 -2.450
C -0.680 -2.577 -1.575
C 0.538 -1.897 -2.360
O 1.680 -2.758 -2.471
C 2.675 -2.166 -3.296
N -1.681 -1.633 -1.249
H -0.636 -4.360 -2.734
H -1.669 -3.278 -3.445
H -2.130 -4.209 -2.007
H -0.267 -3.052 -0.686
H 0.784 -0.994 -1.801
H 0.190 -1.443 -3.288
H 3.386 -2.930 -3.611
H 3.170 -1.376 -2.733
H 2.284 -1.568 -4.120
H -2.087 -1.146 -2.036
H -2.401 -2.273 -0.944
C -2.111 4.125 2.369
C -1.933 2.729 1.702
C -2.993 2.525 0.609
O -2.957 1.250 -0.025
C -4.020 0.951 -0.944
N -0.626 2.635 1.098
H -2.255 4.969 1.694
H -1.174 4.266 2.908
H -2.892 3.871 3.085
H -1.966 1.978 2.491
H -2.931 3.290 -0.166
H -3.996 2.578 1.032
H -5.012 0.996 -0.494
H -3.916 -0.069 -1.316
H -3.895 1.604 -1.807
H 0.052 3.005 1.749
H -0.642 3.332 0.367
C 1.561 -2.679 1.399
O 0.700 -1.930 1.037
N 1.905 -2.872 2.604
N 2.370 -3.375 0.658
H 2.522 -3.642 2.818
H 1.208 -2.531 3.250
H 2.203 -3.200 -0.323
H 2.950 -4.104 1.046
C 2.807 0.968 0.355
O 1.670 0.657 0.138
N 3.456 2.037 -0.029
N 3.582 0.108 0.988
H 2.976 2.797 -0.490
H 4.432 2.111 0.220
H 3.201 -0.753 1.353
H 4.506 0.502 1.099
C -0.600 1.440 -2.959
O -0.674 0.985 -1.823
N 0.233 2.423 -3.311
N -1.278 1.089 -3.973
H 0.688 3.009 -2.626
H 0.336 2.649 -4.289
H -1.559 1.886 -4.526
H -2.001 0.395 -3.843
C 0.810 0.246 3.961
O 0.666 0.773 2.871
N -0.196 -0.379 4.545
N 1.968 0.278 4.563
H -0.862 -0.744 3.879
H -0.040 -0.862 5.418
H 2.056 -0.088 5.500
H 2.671 0.847 4.115
*
```

Q: Which of these has the lowest M?
A: CHN3O

Please write out number 10 again, unchanged.
The following is a DFT calculation (wB97M-V/def2-TZVPD) of a structure of composition C4H11N2OS at a distorted geometry.

Output
- Calculated total energy: -20176.2760 eV
- M: 135.21 g mol⁻¹
- E_LUMO: -8.40 eV
- Orbital gap: 6.3 eV

```
! RIJCOSX wB97M-V def2-TZVPD def2/J DEFGRID3
* xyz 1 1
N 0.238 -1.502 -0.130
C 0.609 -0.218 -0.641
C 0.443 0.972 0.310
C -1.061 1.222 0.557
S -1.795 -0.293 1.051
C 2.155 -0.190 -0.998
N 2.261 -0.061 -2.410
O 2.926 -0.064 -0.105
H -0.773 -1.478 0.213
H 0.903 -1.879 0.550
H 2.300 -1.117 -1.986
H 0.047 -0.129 -1.564
H 0.927 1.863 -0.071
H 0.927 0.691 1.241
H -1.036 1.974 1.356
H -1.673 1.591 -0.259
H -5.528 -1.122 2.629
H -5.086 -0.548 2.789
H 3.217 0.289 -2.533
*
```

Q: The lowest calculated total energy belongs to which entry?
A: C32H64O22

Q: Which value of calculated total energy does entry 10 give?
A: -20176.2760 eV